28
Properties=species:S:1:pos:R:3:lowdin_charge:R:1 method="wB97M-V/def2-TZVPD" e_above_lowest_ev=0.000 orbital_gap_ev="6.2 / 6.4" charge=+2 spin_multiplicity=4 e_tot_ha=-3834.36121 homo_ev="-14.96 / -15.02"
O -2.379 -0.506 -1.772 0.144
C -1.349 -0.341 -1.284 -0.195
Nd 0.759 0.082 0.290 1.302
O -2.273 0.339 2.437 0.169
C -1.402 0.254 1.688 -0.043
C 0.805 -0.361 -2.265 -0.167
O 1.894 -0.251 -1.671 -0.254
C -0.035 2.403 -0.694 0.004
O -0.328 3.385 -1.215 0.181
C 0.304 -2.530 0.287 0.010
O 0.176 -3.669 0.224 0.181
H 0.741 -0.533 -3.362 0.102
C 2.148 -1.624 3.935 -0.011
N 1.663 -0.263 4.099 -0.126
C 0.890 0.205 5.145 0.009
C 0.609 1.504 4.888 0.004
N 1.191 1.816 3.669 -0.124
C 1.063 3.095 2.981 -0.014
C 1.903 0.740 3.203 -0.746
Se 3.175 0.685 1.826 0.704
H 1.601 -2.137 3.130 0.082
H 1.986 -2.171 4.872 0.118
H 3.215 -1.613 3.678 0.093
H 0.619 -0.421 5.975 0.146
H 0.044 2.233 5.438 0.147
H 0.003 3.281 2.754 0.105
H 1.446 3.918 3.605 0.125
H 1.627 3.065 2.038 0.053


24
Properties=species:S:1:pos:R:3:lowdin_charge:R:1 method="wB97M-V/def2-TZVPD" e_above_lowest_ev=1.442 orbital_gap_ev="6.2 / 6.2" charge=+1 e_tot_ha=-1003.27223 homo_ev="-12.08 / -12.10"
C 1.857 -2.837 1.752 -0.065
C 2.127 -2.961 0.401 -0.027
C 1.138 -1.797 2.310 -0.056
C 1.718 -1.907 -0.422 0.018
C 0.505 -0.902 1.454 -0.012
C 0.843 -0.922 0.085 -0.178
C 0.736 0.423 -1.922 -0.010
C -2.332 2.608 -0.430 -0.096
C 0.184 0.066 -0.717 -0.166
C -0.955 1.888 -2.344 -0.008
N 0.116 1.257 -2.704 0.151
N -0.736 0.912 -0.253 0.188
N -1.343 1.837 -0.980 -0.041
N -2.752 2.599 0.887 -0.478
S -2.316 1.818 2.246 0.727
H 2.278 -3.682 2.292 0.121
H 2.601 -3.776 0.087 0.072
H 1.054 -1.890 3.435 0.138
H 1.807 -1.851 -1.461 0.092
H -0.312 -0.209 1.900 0.090
H 1.686 0.308 -2.358 0.137
H -2.664 3.296 -1.175 0.132
H -1.646 2.530 -2.921 0.154
H -3.594 3.192 0.839 0.118


22
Properties=species:S:1:pos:R:3:lowdin_charge:R:1 method="wB97M-V/def2-TZVPD" e_above_lowest_ev=8.746 orbital_gap_ev=7.8 e_tot_ha=-591.38714 homo_ev=-7.97
C 2.589 -0.642 -0.407 -0.140
C 1.344 0.306 -0.259 -0.153
C 1.500 1.698 -0.244 0.045
C 0.323 2.479 0.043 -0.095
C -1.002 0.633 -0.002 -0.148
C -2.363 0.243 0.107 -0.230
C -2.655 -1.283 0.033 0.004
C -1.616 -2.173 -0.029 -0.137
C -0.303 -1.730 -0.184 -0.073
C 0.159 -0.404 -0.103 -0.093
H 2.523 -0.767 1.793 0.252
H 2.368 -1.404 -0.764 -0.028
H 3.115 0.030 -1.018 0.103
H 2.442 2.381 -0.355 0.158
H 0.470 3.287 -0.191 -0.023
H -3.222 1.889 0.491 -0.011
H -3.930 -1.339 0.413 0.193
H -1.598 -3.284 -0.081 0.117
H 0.643 -2.340 -0.452 0.133
N -0.830 1.920 0.049 0.113
O 3.357 -0.600 0.887 -0.160
O -3.314 1.100 0.273 0.172


23
Properties=species:S:1:pos:R:3:lowdin_charge:R:1 method="wB97M-V/def2-TZVPD" e_above_lowest_ev=2.926 orbital_gap_ev=7.9 e_tot_ha=-666.82964 homo_ev=-7.95
C -2.926 0.018 -0.330 -0.100
C -2.712 1.351 -0.194 -0.067
C -1.973 -0.928 -0.047 0.000
C -1.439 1.778 0.250 0.000
C -0.730 -0.517 0.374 -0.097
C -0.460 0.853 0.609 -0.161
C 1.594 -1.042 0.987 0.014
C 0.372 -1.407 0.547 -0.217
C 2.988 -0.620 -1.169 -0.029
C 1.878 0.338 1.158 -0.530
N 0.801 1.130 1.107 0.166
O 3.318 0.617 -1.142 -0.081
O 0.089 -2.752 0.355 0.064
O 2.963 0.881 1.335 0.015
H -3.872 -0.381 -0.589 0.099
H -3.563 1.932 -0.475 0.103
H -2.237 -1.935 -0.043 0.105
H -1.296 2.881 0.411 0.125
H 2.393 -1.667 1.034 0.089
H 2.029 -0.587 -1.847 0.046
H 0.906 2.137 1.394 0.195
H 0.911 -3.264 0.524 0.131
H 3.933 0.947 -0.412 0.130